Record 1
{
  "formula": "C3H4FNS",
  "method": "ωB97M-V/def2-TZVPD",
  "relative_energy_kj_mol": 54.9,
  "orbital_gap_ha": 0.3482,
  "total_energy_ha": -669.4782,
  "symbols": ["S", "F", "N", "C", "C", "C", "H", "H", "H", "H"],
  "xyz": [[1.538, -0.384, -0.020], [-2.254, -0.115, -0.238], [1.008, 1.207, -0.090], [-1.046, -0.054, 0.368], [-0.292, 1.225, 0.059], [-0.130, -1.151, -0.025], [-0.247, -2.140, 0.559], [-0.379, -1.384, -1.104], [-0.729, 2.176, -0.169], [-1.231, -0.045, 1.391]]
}



Record 2
{
  "formula": "C10H24ClI2O4P2Tc",
  "method": "ωB97M-V/def2-TZVPD",
  "total_charge": 3,
  "orbital_gap_ha": [0.2080, 0.2035],
  "spin_multiplicity": 4,
  "total_energy_ha": -2514.2475,
  "symbols": ["I", "I", "Tc", "Cl", "P", "P", "O", "O", "O", "O", "C", "C", "C", "C", "C", "C", "C", "C", "C", "C", "H", "H", "H", "H", "H", "H", "H", "H", "H", "H", "H", "H", "H", "H", "H", "H", "H", "H", "H", "H", "H", "H", "H", "H"],
  "xyz": [[-1.806, 2.808, -2.661], [-1.757, -1.786, -2.222], [0.450, 0.406, -1.029], [2.728, 0.731, -1.087], [0.297, -0.187, 1.152], [0.274, 0.297, -3.335], [-1.079, 0.167, 1.941], [1.365, 0.590, 2.053], [0.613, -1.741, 1.430], [-2.586, 0.762, -0.363], [-2.627, -0.518, 3.540], [-2.231, -0.720, 2.119], [0.307, 2.812, 2.481], [1.529, 2.047, 2.019], [-1.232, 0.374, -4.412], [1.935, -3.226, 2.716], [0.787, -2.261, 2.768], [1.172, -1.124, -4.034], [1.223, 1.645, -4.148], [-1.447, 0.662, -0.631], [2.131, -1.224, -3.524], [1.818, -3.894, 1.843], [2.373, 2.249, 2.675], [-3.050, -0.461, 1.445], [-1.928, -1.773, 1.907], [-0.946, 0.547, -5.462], [-0.158, 2.340, 3.351], [-0.141, -2.763, 3.036], [-3.484, -1.157, 3.733], [1.351, -0.951, -5.100], [-2.894, 0.545, 3.716], [1.806, 2.377, 0.997], [-1.795, -0.756, 4.200], [1.970, -3.818, 3.643], [0.685, 2.598, -4.044], [-1.898, 1.217, -4.128], [0.577, 3.819, 2.748], [1.004, -1.422, 3.460], [2.874, -2.667, 2.621], [0.603, -2.045, -3.911], [-0.450, 2.875, 1.686], [2.202, 1.728, -3.676], [1.327, 1.404, -5.209], [-1.890, -0.501, -4.304]]
}



Record 3
{
  "formula": "C18H25N3O2",
  "method": "ωB97M-V/def2-TZVPD",
  "relative_energy_kj_mol": 0.0,
  "orbital_gap_ha": 0.3154,
  "total_energy_ha": -1015.7255,
  "symbols": ["O", "O", "N", "N", "N", "C", "C", "C", "C", "C", "C", "C", "C", "C", "C", "C", "C", "C", "C", "C", "C", "C", "C", "H", "H", "H", "H", "H", "H", "H", "H", "H", "H", "H", "H", "H", "H", "H", "H", "H", "H", "H", "H", "H", "H", "H", "H", "H"],
  "xyz": [[4.934, -0.112, 0.440], [-2.932, 1.040, -1.583], [-2.257, -0.985, -0.848], [2.738, 2.627, 0.827], [2.745, 0.052, 0.020], [0.371, 0.159, -0.464], [3.755, 1.777, 1.412], [6.005, 1.747, 2.523], [-3.086, -2.870, -2.171], [0.375, 2.829, 0.312], [-5.489, -2.938, -0.488], [-2.091, 0.346, -1.042], [-4.348, -3.604, -2.616], [5.113, 2.500, 1.537], [3.897, 0.500, 0.573], [-4.230, -2.203, -0.040], [-0.780, 2.245, -0.167], [-0.806, 0.903, -0.538], [4.962, 3.952, 1.993], [1.533, 0.746, -0.003], [1.548, 2.085, 0.415], [-5.132, -4.102, -1.406], [-3.448, -1.699, -1.256], [5.591, 2.488, 0.553], [-2.540, -2.498, -3.040], [-6.042, -4.607, -1.736], [-4.493, -1.357, 0.598], [0.382, 3.869, 0.604], [-4.055, -0.972, -1.806], [-1.689, 2.818, -0.258], [5.945, 4.363, 2.208], [-3.597, -2.881, 0.540], [2.801, -0.822, -0.488], [-4.078, -4.444, -3.259], [-4.528, -4.828, -0.855], [5.570, 1.767, 3.521], [-4.973, -2.923, -3.198], [-6.140, -2.242, -1.021], [2.669, 3.545, 1.240], [-2.433, -3.561, -1.630], [3.448, 1.445, 2.426], [-1.579, -1.498, -0.308], [-6.033, -3.304, 0.386], [4.509, 4.572, 1.223], [4.367, 4.013, 2.903], [6.987, 2.212, 2.567], [0.407, -0.866, -0.807], [6.128, 0.716, 2.210]]
}



Record 4
{
  "formula": "C8H8N2OS2",
  "method": "ωB97M-V/def2-TZVPD",
  "relative_energy_kj_mol": 459.3,
  "orbital_gap_ha": [0.2307, 0.1960],
  "total_energy_ha": -1290.5827,
  "symbols": ["S", "S", "O", "N", "N", "C", "C", "C", "C", "C", "C", "C", "C", "H", "H", "H", "H", "H", "H", "H", "H"],
  "xyz": [[0.333, 0.497, 2.558], [-1.922, 1.079, -2.024], [-1.839, 2.201, -0.258], [-0.654, -1.131, -1.252], [0.805, 1.183, 0.041], [-2.571, -0.939, -0.009], [-0.582, 0.569, -2.790], [-0.171, 1.151, 0.935], [-1.440, 1.658, 0.764], [0.050, -0.577, -2.178], [-1.857, -0.599, -1.042], [1.896, 0.712, 0.444], [1.971, 0.207, 1.810], [-2.109, 1.189, 1.519], [-3.536, -0.540, 0.281], [2.751, 0.752, -0.181], [-0.048, 1.156, -3.517], [2.249, -0.963, 1.789], [-2.304, -1.812, 0.466], [2.689, 0.755, 2.454], [1.079, -1.015, -2.277]]
}



Record 5
{
  "formula": "C3H8N4",
  "method": "ωB97M-V/def2-TZVPD",
  "relative_energy_kj_mol": 452.8,
  "orbital_gap_ha": 0.3341,
  "total_energy_ha": -337.9813,
  "symbols": ["N", "N", "N", "N", "C", "C", "C", "H", "H", "H", "H", "H", "H", "H", "H"],
  "xyz": [[0.080, -1.975, 1.171], [1.347, -0.099, -1.234], [-0.502, 0.131, 2.171], [0.896, 0.436, 0.012], [0.141, -0.666, 1.538], [-0.401, 1.219, 0.043], [-1.338, 1.051, -0.909], [-2.223, 1.666, -0.873], [0.955, -2.478, 1.148], [1.674, 0.967, 0.399], [-0.339, 2.115, 0.645], [0.841, -0.966, -1.397], [1.045, 0.548, -1.967], [-0.871, -2.246, 0.935], [-1.306, 0.299, -1.684]]
}



> Which formula does entry 5 have?

C3H8N4



> Which formula does entry 5 have?

C3H8N4